Record 1
4 unconnected molecules or ions with the total composition C24H43BrNO16P3 in a non-equilibrium geometry. Source: the OMol25 dataset; level of theory: ωB97M-V/def2-TZVPD.

**Gap between HOMO and LUMO**: 0.23576 Ha
**Energy above the lowest of the compared OMol25 structures with the same formula, charge and spin**: 103.37 kcal/mol

```
88
Properties=species:S:1:pos:R:3:forces:R:3:mulliken_charge:R:1
C 4.6310 -2.5356 -2.4273 0.5 -0.4 -0.6 -0.878
C 4.1940 -3.0813 -1.0399 0.8 0.3 0.0 -0.061
Br 4.4174 -5.0817 -1.1012 0.0 0.7 0.1 -0.193
C 2.7756 -2.7615 -0.4679 0.7 0.2 0.8 -1.123
C 1.6608 -2.0975 -1.3258 -0.7 1.0 1.1 1.066
O 0.6390 -3.1655 -1.4830 1.1 -2.0 -1.1 -0.403
C 1.0903 -4.1033 -2.3787 -1.5 2.9 0.8 0.436
N 1.3041 -4.5902 -3.4013 0.3 -0.7 0.4 -0.467
O 1.8005 -1.5322 -2.6080 -0.5 -0.5 -1.1 -0.468
C 0.5072 -1.0048 -2.9371 0.3 -0.1 3.0 0.350
O 0.0547 -0.7933 -4.0036 0.5 -0.2 0.4 -0.506
O -0.1266 -0.7693 -1.6949 0.1 -0.1 -1.3 -0.380
C 0.8861 -0.8764 -0.6430 0.0 -0.8 -1.3 -0.130
C 1.5118 0.5649 -0.6517 0.9 0.4 1.3 -0.895
C 3.0489 0.6971 -0.3165 0.5 1.0 -0.3 -0.611
C 3.9877 1.0134 -1.5368 2.0 0.7 -1.3 0.806
C 5.3994 1.3869 -1.2132 -0.4 0.1 -2.7 -0.619
C 6.3598 1.7246 -2.2848 -1.6 -0.6 -0.9 -0.474
C 5.9926 1.6704 -3.7289 -2.6 -0.7 2.6 -0.576
C 4.5942 1.3054 -4.0211 1.0 0.3 1.5 -0.568
C 3.6091 1.0014 -2.9519 2.1 0.6 0.3 -0.044
H 4.0544 -2.9899 -3.2889 0.4 0.6 1.1 0.288
H 5.7050 -2.8462 -2.6067 -1.2 0.3 0.4 0.458
H 4.6067 -1.4160 -2.4898 -0.2 -1.0 0.2 0.034
H 4.9662 -2.7548 -0.2820 -0.9 -0.5 -0.8 0.440
H 2.3567 -3.7273 -0.0547 0.3 1.2 -0.7 0.674
H 2.9115 -2.1376 0.4704 -0.2 -0.5 -1.2 0.349
H 0.4892 -1.2354 0.3434 -0.1 0.7 -1.0 0.459
H 0.9583 1.1548 0.1424 0.5 -0.8 -0.9 0.387
H 1.3290 1.1528 -1.5994 0.0 -1.2 0.9 0.421
H 3.1534 1.5868 0.3782 0.0 -1.1 -0.7 0.524
H 3.5086 -0.1635 0.2330 -0.7 0.6 -0.4 0.262
H 5.7466 1.4489 -0.1537 -0.4 -0.1 -1.0 0.354
H 7.4136 2.0398 -2.0619 -1.3 -0.4 0.1 0.310
H 6.7167 1.9130 -4.5443 -0.8 -0.3 1.0 0.363
H 4.2934 1.2714 -5.1045 0.1 0.0 1.4 0.330
H 2.5682 0.7635 -3.2644 1.1 0.2 0.3 0.104
C -3.0158 -1.9679 -2.4360 0.3 0.0 0.3 -0.706
O -4.2987 -1.4455 -2.8082 2.2 -1.4 -2.2 -0.337
P -5.0660 -2.2795 -4.0852 -8.4 2.3 2.6 1.059
O -6.0497 -1.1690 -4.3544 1.4 0.0 -0.3 -0.651
O -5.6919 -3.3847 -3.0568 0.5 -0.6 -0.9 -0.319
C -6.3645 -2.9427 -1.8874 0.2 0.1 0.5 -0.649
O -5.5842 -3.2391 -5.3949 3.6 -0.3 0.7 -0.271
C -4.6294 -3.3606 -6.4559 0.1 0.0 -0.3 -0.763
H -2.6483 -1.4029 -1.5787 -0.1 0.0 -0.1 0.253
H -3.0951 -3.0252 -2.1687 0.0 0.0 0.1 0.353
H -2.3109 -1.8469 -3.2622 0.1 0.0 0.2 0.269
H -6.7403 -1.9229 -1.9854 0.1 0.0 -0.1 0.333
H -5.6803 -2.9974 -1.0375 -0.1 0.1 0.0 0.228
H -7.2052 -3.6109 -1.6968 0.1 -0.1 -0.2 0.250
H -3.7176 -3.8376 -6.0905 0.0 -0.1 -0.2 0.334
H -4.3925 -2.3745 -6.8651 0.0 0.0 -0.1 0.358
H -5.0610 -3.9781 -7.2423 -0.1 0.0 0.1 0.231
C -0.0946 -3.4961 4.4154 0.0 -0.4 -0.1 -0.834
O 0.8579 -2.4819 4.0725 -3.5 0.2 0.2 -0.205
P 0.4891 -0.9189 4.6725 9.2 2.8 0.0 0.934
O 1.4693 -0.2826 3.7097 -1.2 -0.5 -0.7 -0.575
O 1.2101 -1.2586 6.0992 -1.1 0.4 0.3 -0.312
C 2.4862 -1.8838 6.1053 0.2 -0.6 0.0 -0.592
O 0.0319 0.5977 5.3033 -3.0 -2.4 0.1 -0.265
C -1.3124 0.9887 4.9898 -0.3 0.3 -0.1 -0.681
H 0.2707 -4.4530 4.0381 0.0 0.1 0.1 0.249
H -0.2184 -3.5564 5.4995 0.0 -0.1 0.0 0.352
H -1.0581 -3.2800 3.9453 0.0 -0.2 0.0 0.318
H 3.0323 -1.7212 5.1748 -0.2 0.1 0.0 0.257
H 2.3600 -2.9561 6.2695 0.1 0.0 -0.1 0.247
H 3.0687 -1.4749 6.9315 -0.2 0.1 0.0 0.257
H -2.0195 0.2711 5.4124 -0.1 0.2 0.0 0.335
H -1.4443 1.0456 3.9060 0.0 0.1 0.0 0.322
H -1.5006 1.9697 5.4222 0.1 0.0 -0.1 0.204
C -3.3311 7.0668 4.1751 0.0 0.3 0.3 -0.749
O -2.2997 6.0967 3.9565 -3.4 -0.6 -0.6 -0.309
P -2.5377 5.0932 2.5936 9.0 -1.4 -1.4 0.941
O -1.5215 4.0733 3.0448 -1.4 0.1 0.7 -0.579
O -1.8596 6.2054 1.6097 -1.0 -0.4 -0.5 -0.300
C -0.6120 6.7851 1.9681 0.1 0.5 0.4 -0.637
O -3.0100 4.2102 1.2139 -2.8 1.8 1.6 -0.208
C -4.3409 3.6828 1.2708 -0.2 -0.2 -0.1 -0.765
H -3.0451 7.6866 5.0267 0.0 -0.1 -0.1 0.245
H -3.4582 7.6984 3.2925 0.0 0.1 0.0 0.341
H -4.2741 6.5652 4.4092 0.0 0.2 0.1 0.306
H -0.0431 6.1547 2.6532 -0.2 -0.1 0.0 0.314
H -0.7884 7.7580 2.4316 0.1 0.0 0.0 0.245
H -0.0266 6.9367 1.0607 -0.2 -0.1 -0.1 0.254
H -5.0654 4.4954 1.3553 -0.1 -0.2 -0.1 0.322
H -4.4427 3.0062 2.1242 -0.1 0.0 0.0 0.340
H -4.5351 3.1301 0.3529 0.1 0.1 0.0 0.235
```
Positions in Å, forces in eV/Å.

=====

Record 2
A molecular structure, C24H43CoF5OP2Te in a non-equilibrium geometry. Source: the OMol25 dataset; level of theory: ωB97M-V/def2-TZVPD.

**Multiplicity**: 5
**Net charge**: +1
**Gap between HOMO and LUMO (spin up / spin down)**: 0.30763 / 0.13337 Ha
**Energy above the lowest of the compared OMol25 structures with the same formula, charge and spin**: 0.61 kcal/mol

```
77
Properties=species:S:1:pos:R:3:forces:R:3:lowdin_spin:R:1
Co 2.4590 0.6007 -1.2162 -6.1 -1.7 2.6 1.078
C -1.6723 1.6212 2.5878 -0.2 -0.2 0.0 0.327
C -2.1967 2.1190 1.3655 -0.4 -0.3 0.3 0.288
C -3.3771 0.2197 1.9287 -0.1 0.3 -0.5 0.336
C -2.4042 0.4395 2.9358 0.5 0.2 0.0 0.337
C -3.2627 1.2756 0.9613 0.2 -0.2 0.6 0.321
C -0.5563 2.1820 3.3770 0.3 0.2 0.1 0.046
H -0.0541 2.9919 2.8363 -0.1 -0.2 0.2 0.000
H 0.1838 1.3967 3.6143 -0.3 0.3 0.0 0.012
H -0.9087 2.5840 4.3393 0.0 -0.1 -0.2 0.017
C -2.1449 -0.4149 4.0989 0.3 -0.2 0.3 0.048
H -1.1763 -0.1692 4.5616 -0.4 -0.1 -0.1 0.001
H -2.1447 -1.4767 3.8092 -0.1 0.2 0.1 0.011
H -2.9316 -0.2695 4.8536 0.1 -0.1 -0.1 0.022
C -4.3017 -0.9165 1.8811 -0.1 -0.4 -0.1 0.051
H -5.2149 -0.6840 2.4561 0.2 -0.1 -0.1 0.025
H -3.8367 -1.8116 2.3171 -0.2 0.1 -0.1 0.007
H -4.6001 -1.1464 0.8505 0.0 0.0 0.3 0.004
C -4.1199 1.4687 -0.2279 -0.1 0.0 -0.2 0.048
H -4.9924 2.0984 0.0292 0.3 -0.2 -0.1 0.020
H -4.5009 0.5059 -0.5956 0.0 0.4 0.1 0.004
H -3.5643 1.9745 -1.0307 -0.3 -0.1 0.2 0.005
C -1.7877 3.3468 0.6696 0.4 0.7 -0.4 0.039
H -2.4968 4.1651 0.9052 0.3 -0.3 -0.1 0.018
H -1.7826 3.2296 -0.4297 -0.1 0.0 0.4 0.007
H -0.7799 3.6775 0.9634 -0.4 -0.1 -0.1 0.001
C 4.0803 -0.1891 -1.0979 2.5 0.6 0.8 -0.030
C 4.0670 1.1726 -0.5766 2.6 -0.6 0.1 -0.023
C 4.4248 2.4030 -1.3735 -0.3 0.7 -0.3 -0.011
C 3.6611 2.4860 -2.7366 0.1 0.2 0.0 -0.008
C 2.3432 1.7296 -2.6790 0.2 0.3 -1.7 -0.032
C 2.1286 0.3669 -3.0517 -0.2 1.1 -1.9 -0.018
C 3.1719 -0.6291 -3.4718 0.2 -0.2 -0.1 -0.007
C 4.4028 -0.6340 -2.5132 0.5 -0.4 -0.4 -0.006
H 5.4964 2.5288 -1.5419 0.1 -0.1 0.0 -0.004
H 4.2961 2.0943 -3.5371 -0.2 0.0 0.0 -0.001
H 4.1107 3.2800 -0.7927 0.1 -0.1 0.1 0.000
H 5.2120 -0.0269 -2.9445 -0.2 -0.1 0.1 -0.001
H 4.2114 -0.9807 -0.3505 -0.2 0.2 0.0 0.002
H 4.1414 1.3147 0.5187 0.1 -0.3 -0.5 0.004
H 4.7587 -1.6743 -2.4706 0.2 0.4 -0.1 0.000
H 2.6823 -1.6127 -3.4691 0.2 0.0 0.2 0.000
H 1.1075 0.1453 -3.3976 0.4 0.0 0.3 0.008
H 3.5166 -0.5226 -4.5059 0.0 0.3 0.0 -0.003
H 3.4444 3.5393 -2.9813 0.3 -0.4 0.1 -0.001
H 1.4195 2.3267 -2.6571 0.3 0.0 0.0 0.006
P 0.7493 -0.8743 1.0387 0.3 -0.4 -0.4 0.008
P -1.4658 -0.6141 -1.2571 0.8 -1.8 -2.1 0.500
C 1.1185 -1.6855 -0.5547 0.9 -0.2 -0.1 0.014
C -0.0467 -1.8028 -1.5487 0.2 0.4 0.6 0.064
H 1.5141 -2.7037 -0.3589 -0.1 0.5 0.0 0.000
H 1.9625 -1.0894 -1.0433 -0.5 -1.1 0.3 0.004
H 0.3558 -1.5911 -2.5522 -0.4 0.0 0.3 0.009
H -0.4712 -2.8210 -1.5372 0.1 0.4 0.3 0.004
C -2.8452 -1.7132 -1.6546 -0.6 0.3 0.8 0.069
H -3.7820 -1.2118 -1.3990 0.0 -0.3 -0.3 0.003
H -2.7703 -2.6358 -1.0644 0.0 0.1 0.0 0.000
H -2.8067 -1.9242 -2.7281 0.1 0.1 0.1 0.018
C -1.3846 0.4951 -2.7254 -0.3 1.2 0.4 0.087
H -1.1433 -0.0791 -3.6330 -0.1 -0.1 0.4 0.018
H -0.6282 1.2890 -2.5978 -0.2 -0.4 0.0 0.002
H -2.3622 0.9895 -2.8647 0.4 -0.2 0.0 0.000
C 1.9618 -1.2711 2.3061 0.3 0.2 -0.5 0.004
H 1.7428 -0.6362 3.1673 0.0 0.0 0.0 0.000
H 2.9835 -1.0749 1.9567 -0.2 -0.1 0.1 0.000
H 1.8451 -2.3130 2.6075 -0.1 -0.1 -0.1 0.000
C 0.9330 0.9230 0.6971 0.0 0.4 0.5 0.038
H -0.0040 1.3701 0.3364 0.3 -0.3 0.0 0.016
H 1.8063 1.3917 0.1252 -0.7 -0.1 0.9 0.005
H 1.0921 1.3055 1.7089 0.0 0.3 -0.1 0.002
F -2.3136 -3.7835 3.2885 0.0 0.1 0.0 0.010
Te -1.2812 -4.0298 1.6157 -0.1 -1.0 0.4 0.012
F -2.9893 -3.9366 0.5752 -0.2 0.1 -0.1 0.012
F -1.6743 -5.8561 1.8304 0.2 0.9 -0.1 0.001
F 0.3957 -4.3878 2.6079 -0.2 0.0 -0.1 0.007
F -0.3840 -4.5760 -0.0810 0.1 0.1 -0.1 0.012
O -0.6199 -1.2785 1.5272 -0.3 1.3 -0.7 0.134
```
Positions in Å, forces in eV/Å.